{
  "formula": "C28H22BF9MoN3S",
  "method": "ωB97M-V/def2-TZVPD",
  "elements": ["C", "H", "H", "C", "C", "C", "C", "C", "N", "H", "C", "H", "F", "H", "H", "F", "H", "F", "C", "F", "Mo", "C", "C", "H", "C", "H", "C", "N", "H", "H", "C", "H", "H", "C", "H", "C", "C", "C", "S", "H", "H", "H", "F", "F", "C", "C", "H", "C", "C", "B", "C", "C", "F", "N", "H", "C", "C", "H", "H", "C", "C", "F", "H", "F", "C"],
  "xyz": [[-1.970, -1.824, -1.243], [-2.297, -1.750, -3.192], [-2.951, -0.685, -4.907], [1.421, -1.851, 4.471], [-2.649, -1.630, 1.844], [-4.563, -2.316, -2.834], [-0.579, -0.557, 4.809], [-5.440, -2.754, -3.815], [-1.750, -1.327, -2.455], [-4.878, -6.079, -3.589], [-0.338, 1.186, -4.648], [-1.578, -1.764, -5.193], [2.202, -3.231, 6.208], [-0.228, -4.233, -0.461], [-2.580, -4.019, 4.235], [2.426, -2.247, 3.706], [-2.934, -3.263, -0.233], [3.124, 3.491, -0.814], [-1.886, -0.715, -5.157], [3.404, 3.039, 1.406], [0.156, 0.049, 0.154], [-5.546, -4.109, -4.086], [0.431, 1.940, -3.768], [0.710, -4.606, 0.982], [-2.995, -2.313, 3.001], [-6.234, -4.456, -4.844], [-0.967, -0.230, -2.832], [-1.279, -1.391, -0.167], [-3.157, -0.713, 1.570], [-3.783, -1.934, 3.636], [0.512, 1.591, -2.439], [-1.988, -5.359, -1.696], [0.980, 2.799, -4.127], [-1.051, 0.093, -4.202], [1.139, 2.196, -1.805], [-2.319, -3.478, 3.336], [-1.626, -2.117, 1.042], [-4.781, -5.023, -3.377], [0.615, -0.341, 2.370], [0.878, -3.036, 0.199], [-6.051, -2.039, -4.347], [-1.789, -0.323, -6.166], [1.513, 4.087, 0.679], [1.537, 1.398, 0.096], [-0.701, -1.067, 6.085], [0.247, -1.972, 6.555], [-0.783, -4.864, 2.788], [0.161, -3.817, 0.472], [-3.051, -5.600, -1.638], [2.668, 3.506, 0.422], [-0.182, 0.474, -1.911], [-3.880, -4.613, -2.403], [0.132, -2.461, 7.773], [-2.883, -2.807, -1.132], [-3.325, -5.625, -0.579], [1.311, -2.365, 5.750], [-1.306, -3.956, 2.517], [-0.386, 1.455, -5.695], [-4.512, -1.265, -2.580], [-3.781, -3.241, -2.154], [0.478, -0.942, 3.975], [-1.484, 0.311, 4.376], [-3.190, -6.605, -2.029], [-1.711, -0.706, 6.863], [-0.938, -3.291, 1.347]],
  "lumo_energy_ha": [-0.2051, -0.1724],
  "total_charge": 1,
  "relative_energy_kcal_mol": 51.1,
  "s_squared": 2.186,
  "multiplicity": 3,
  "homo_lumo_gap_ev": [5.96, 6.90]
}